Entry 1:
Density functional theory data (ωB97M-V/def2-TZVPD) for a molecular structure, C33H29AgN10S in a non-equilibrium geometry.

XYZ file:
```
74
Properties=species:S:1:pos:R:3
Ag 0.39894 0.31373 0.09284
C 0.56029 0.91278 4.64173
C -0.34117 0.03476 5.23799
C -1.00226 -0.88017 4.45291
C -0.77762 -0.91409 3.06776
N 0.08033 -0.06029 2.50247
C 0.73080 0.81516 3.27877
N -1.49245 -1.90259 2.39093
C -1.58392 -2.12142 1.12357
N -1.04050 -1.49965 0.02094
C -1.56009 -2.09192 -1.09744
N -1.40000 -1.87501 -2.36483
C -0.65132 -0.87838 -2.98495
C -0.64489 -0.93666 -4.38957
C 0.04478 0.00371 -5.11599
C 0.73158 1.01322 -4.44310
C 0.68443 1.00245 -3.06642
N 0.02400 0.08383 -2.34668
C -2.46075 -3.22101 -0.69737
C -3.18894 -4.12427 -1.44506
C -3.93046 -5.07955 -0.75115
C -3.93015 -5.11071 0.64521
C -3.19232 -4.18464 1.38142
C -2.46443 -3.24854 0.67486
H 1.11499 1.64359 5.21419
H -0.51376 0.06188 6.30628
H -1.70167 -1.59391 4.86638
H 1.43989 1.45589 2.76286
H -1.20169 -1.73463 -4.86235
H 0.04940 -0.03993 -6.19784
H 1.28501 1.77982 -4.96756
H 1.21264 1.75427 -2.48863
H -3.17758 -4.08254 -2.52717
H -4.51526 -5.80829 -1.29926
H -4.51907 -5.86022 1.16022
H -3.19392 -4.18092 2.46455
C 2.43353 -2.70180 1.77704
N 2.35419 -2.63840 0.33549
C 2.07793 -3.82408 -0.46805
C 1.94197 -3.24573 -1.88069
N 2.58568 -1.93791 -1.71724
C 2.63842 -1.57084 -0.41555
S 3.00203 0.01040 0.11451
H 1.60961 -3.30951 2.15279
H 2.34690 -1.70069 2.17724
H 3.38216 -3.13903 2.10150
H 1.16418 -4.31377 -0.12660
H 2.90503 -4.53400 -0.38898
H 0.89947 -3.13606 -2.16222
H 2.45021 -3.84924 -2.62948
H 2.44719 -1.20127 -2.38925
C -2.06326 4.18248 0.89149
C -1.02602 3.27404 0.75920
N -1.15684 2.14686 0.05500
C -2.31558 1.88912 -0.52015
C -3.41559 2.71943 -0.44130
C -3.27511 3.89954 0.27071
C -4.65918 2.35633 -1.15366
C -5.27816 1.18345 -1.10157
C -4.91547 0.02470 -0.24684
C -5.56841 -1.18841 -0.40235
C -5.21699 -2.21497 0.45553
N -4.28806 -2.07395 1.40008
C -3.70354 -0.87674 1.44971
N -3.96711 0.17703 0.68250
H -1.92668 5.08455 1.47286
H -0.06102 3.45063 1.21893
H -2.37690 0.94877 -1.06087
H -4.10953 4.58678 0.35078
H -5.07413 3.11872 -1.80828
H -6.15912 1.04803 -1.72038
H -6.32576 -1.32367 -1.16323
H -5.69259 -3.18725 0.38402
H -2.92407 -0.74962 2.19383
```

Values from the calculation:
* DFT total energy: -64427.2498 eV

Atom charges from the Löwdin analysis, given in e for atoms 1 to 6:
1 Ag 0.564
2 C -0.075
3 C -0.072
4 C -0.014
5 C -0.336
6 N 0.072



Entry 2:
Density functional theory data (ωB97M-V/def2-TZVPD) for a molecular structure, C12H21N3OS2 in a non-equilibrium geometry.

XYZ file:
```
39
Properties=species:S:1:pos:R:3
C 6.26351 4.08118 2.23132
C 4.99268 3.54639 1.58200
C 3.85670 3.42320 2.59530
C 2.52658 2.99894 1.97248
C 2.54663 1.56957 1.43229
C 1.16522 1.15225 0.95903
H 0.80346 1.79388 0.15625
H 0.43840 1.15938 1.77028
S 1.21085 -0.55722 0.30471
C -0.48362 -0.79064 0.04643
N -1.36604 0.13291 0.30755
S -2.87866 -0.41869 -0.04364
C -2.19729 -1.93733 -0.54737
N -0.90749 -1.98392 -0.44275
N -2.99128 -2.94993 -1.00196
C -4.34593 -2.76397 -1.06736
O -4.83158 -1.70822 -0.71673
C -5.13261 -3.92070 -1.62224
C -5.41525 -3.69825 -3.11636
C -4.14948 -3.73134 -3.96378
H -3.47638 -2.92016 -3.69565
H -4.40330 -3.62302 -5.01522
H -3.62494 -4.67689 -3.83852
H -6.09890 -4.47839 -3.45575
H -5.91488 -2.73595 -3.23821
H -4.59238 -4.85744 -1.47838
H -6.08148 -3.96764 -1.08643
H -2.54264 -3.80664 -1.29296
H 3.24625 1.49144 0.59928
H 2.88031 0.88606 2.21574
H 2.26844 3.68721 1.16458
H 1.74450 3.07400 2.73191
H 3.71780 4.39167 3.08223
H 4.13884 2.70405 3.36769
H 4.68601 4.21876 0.77750
H 5.20205 2.57074 1.14111
H 6.59136 3.41812 3.02904
H 7.06424 4.15924 1.49966
H 6.09032 5.06737 2.65696
```

Values from the calculation:
* energy above the lowest of the compared OMol25 structures with the same formula, charge and spin: 0.048 eV

Atom charges from the Löwdin analysis, given in e for atoms 1 to 6:
1 C -0.119
2 C -0.277
3 C -0.233
4 C -0.222
5 C -0.292
6 C -0.485



Entry 3:
Density functional theory data (ωB97M-V/def2-TZVPD) for 8 unconnected molecules or ions with the total composition C20H40F6N2O13P in a non-equilibrium geometry.

XYZ file:
```
82
Properties=species:S:1:pos:R:3
P -0.39973 33.06766 23.86543
F 0.52709 32.62449 25.21027
F 0.05481 34.64545 23.85546
F 0.83779 32.61105 22.80123
F -1.38072 33.50372 22.58409
F -0.91624 31.52554 23.90129
F -1.67389 33.32586 24.90802
C -3.59376 31.60949 21.33498
O -3.22665 30.60062 22.30099
H -3.41792 32.63116 21.67169
H -3.13497 31.37809 20.37369
H -4.67453 31.64170 21.19717
H -2.66983 31.10753 22.89646
C -0.99347 34.26748 28.38323
O 0.11258 34.42131 29.17688
H -1.27494 33.23620 28.59615
H -1.80256 34.82393 28.85634
H -0.68467 34.56478 27.38105
H 0.46949 33.55062 29.36692
C 0.90420 28.89877 25.81984
C 2.14347 28.26802 25.10301
C 2.58169 28.90898 23.83029
O 3.63755 29.69374 24.09117
C 4.09890 29.46062 25.33315
O 5.00883 30.14091 25.90959
O 3.30502 28.50502 25.90224
H 0.03542 28.61243 25.22711
H 0.99650 29.98205 25.89792
H 0.78674 28.42154 26.79275
H 2.03665 27.18605 25.02530
H 1.66778 29.33376 23.41502
H 2.80965 28.11545 23.11864
C 3.04928 35.22127 26.48046
C 3.72395 34.50853 27.64078
C 4.26203 33.10974 27.38632
O 5.51627 33.26727 28.09668
C 5.71322 34.51765 28.62451
O 6.62393 34.86309 29.30703
O 4.73097 35.28039 28.16263
H 3.76173 35.30865 25.66016
H 2.84556 36.24891 26.78142
H 2.12254 34.81632 26.07393
H 2.96628 34.39766 28.41648
H 4.54997 32.99998 26.34080
H 3.69927 32.26016 27.77313
C 4.11269 32.24564 21.06238
C 3.98448 33.45690 21.98470
C 3.95165 33.13609 23.45176
O 5.03393 33.97927 23.93410
C 5.75150 34.43998 22.98579
O 6.85077 35.01153 23.08601
O 5.05596 34.38442 21.82479
H 4.20361 32.63751 20.04933
H 3.14382 31.75094 21.13067
H 4.91141 31.59623 21.42075
H 3.00527 33.92232 21.87224
H 4.03813 32.13112 23.86487
H 2.96246 33.44235 23.79209
C -2.98479 36.12069 24.23310
O -2.85823 36.66008 25.35053
N -3.90380 36.58089 23.40300
C -4.14395 35.87647 22.18038
C -4.83564 37.71995 23.70916
H -2.32999 35.31227 23.87272
H -4.85073 36.33592 21.48941
H -4.63514 34.90649 22.25760
H -3.18358 35.80264 21.67013
H -5.84669 37.34765 23.54406
H -4.84400 38.13620 24.71652
H -4.57678 38.52498 23.02139
C 0.12383 31.41673 18.75738
O 0.44646 30.49536 18.02384
N -0.43881 32.51478 18.27442
C -0.79271 33.57492 19.06712
C -0.70938 32.76521 16.80868
H 0.16801 31.37406 19.85667
H -1.85906 33.71611 18.89086
H -0.42137 34.47860 18.58386
H -0.65238 33.45925 20.14185
H -0.27080 33.72761 16.54499
H -0.13847 31.97148 16.32683
H -1.79545 32.75048 16.71741
```

Values from the calculation:
* energy above the lowest of the compared OMol25 structures with the same formula, charge and spin: 2.139 eV
* net charge: -1

Atom charges from the Löwdin analysis, given in e for atoms 1 to 6:
1 P 0.355
2 F -0.214
3 F -0.166
4 F -0.205
5 F -0.208
6 F -0.184



Entry 4:
Density functional theory data (ωB97M-V/def2-TZVPD) for a molecular structure, C16H32Al2B4CaClF2N3NaO20S4 in a non-equilibrium geometry.

XYZ file:
```
86
Properties=species:S:1:pos:R:3
C 4.85692 -2.70377 -0.44734
C 4.71299 -2.10897 -1.88606
B 5.80943 -0.93436 -2.18553
O 6.86899 -1.32874 -2.96383
B 5.70043 0.63286 -1.53962
O 5.38235 1.78465 -2.23808
B 4.69290 2.74583 -1.48139
C 3.81417 3.88770 -2.18938
C 2.78077 4.37713 -1.13667
N 2.90622 5.40417 -0.44560
O 4.71930 2.77247 -0.07323
B 4.80219 1.45250 0.33497
S 3.58582 0.51600 1.31115
C 2.78863 1.56635 2.61158
C 1.28876 1.18269 2.66231
O 0.64509 1.59652 3.54683
O 0.83895 0.34023 1.68000
C -0.49233 0.58511 1.25572
C -0.56264 1.66433 0.13128
C -0.62775 3.09116 0.73762
O -1.78374 1.45428 -0.60886
C -1.61380 1.29072 -1.92061
O -0.81004 1.86995 -2.65317
C -2.50228 0.28284 -2.57237
S -2.03082 -1.22648 -1.68705
O 5.95620 0.74257 -0.11734
H 4.30235 -2.10933 0.29448
H 5.89825 -2.76893 -0.09205
H 4.41999 -3.71197 -0.41434
H 3.64619 -1.80790 -2.06258
H 4.90748 -2.92794 -2.60087
H 6.94897 -2.29335 -2.88978
H 3.24661 3.50313 -3.05294
H 4.41383 4.77200 -2.44768
H 1.85570 3.79104 -0.91711
H 3.78217 5.87975 -0.67738
H 3.23456 1.25559 3.56591
H 2.94233 2.64521 2.49704
H -1.21210 0.79074 2.05777
H -0.82454 -0.35788 0.78353
H 0.36170 1.54043 -0.45606
H -1.61443 3.29063 1.16373
H -0.46750 3.81933 -0.07826
H 0.15539 3.26783 1.48401
H -2.33313 0.17076 -3.64511
H -3.55606 0.55693 -2.39284
H -2.29068 -1.03892 -0.36732
Al 1.14787 1.90394 -2.20388
C -2.33238 5.72904 2.62125
O -2.83385 6.66999 3.21866
O -1.09807 5.50181 2.54249
O -2.97295 4.84407 1.99467
N -6.07143 3.49535 2.28033
O -6.81427 2.57290 2.07582
O -5.38821 3.61850 3.24891
O -5.97621 4.47190 1.28119
Na 7.49606 -0.84133 0.24700
C 0.73215 -4.90963 -2.26092
C -0.20617 -4.72852 -1.01646
O -0.13142 -3.45651 -0.63124
H 1.77139 -4.68289 -2.02067
H 0.69386 -5.94470 -2.60368
H 0.42196 -4.27456 -3.09392
H 0.11641 -5.50104 -0.29698
H -1.19176 -5.10905 -1.34435
C 3.64540 -8.12479 -0.43986
C 2.63034 -7.82894 -1.52696
O 3.20190 -6.97806 -2.52556
H 3.98871 -7.19832 0.02437
H 3.21815 -8.76668 0.33114
H 4.52486 -8.61920 -0.85766
H 1.76281 -7.31656 -1.11117
H 2.28963 -8.75280 -2.00218
H 3.96145 -7.43876 -2.89628
Ca 1.28224 -1.30237 -1.80234
N -10.43387 1.32978 2.45429
S -10.92149 0.56537 3.76079
O -12.13290 1.03439 4.34217
O -9.89458 0.12465 4.65074
F -11.37764 -0.78626 3.07754
S -9.95182 2.78919 2.74906
O -9.81913 3.57977 1.55872
O -8.91107 2.96468 3.72033
F -11.19687 3.46341 3.44093
Cl -7.46067 5.46453 1.69618
Al -5.31220 3.23282 -0.55999
```

Values from the calculation:
* DFT total energy: -162548.0863 eV
* net charge: +3

Atom charges from the Löwdin analysis, given in e for atoms 1 to 6:
1 C -0.063
2 C -0.130
3 B -0.292
4 O 0.189
5 B -0.358
6 O 0.311



Entry 5:
Density functional theory data (ωB97M-V/def2-TZVPD) for 2 unconnected molecules or ions with the total composition C2H8S2.

XYZ file:
```
12
Properties=species:S:1:pos:R:3
S 4.83761 -1.94362 1.31905
H 5.95979 -2.61928 1.56084
H 4.46223 -3.00762 0.59252
C -2.07808 1.70742 0.12881
C -1.28175 0.49182 -0.34168
S -1.62503 0.10740 -2.08767
H -1.42954 2.58321 0.21380
H -2.56588 1.54254 1.08398
H -2.89387 1.99442 -0.54097
H -0.21864 0.70718 -0.28788
H -1.39271 -0.34308 0.35605
H -1.77413 -1.22039 -1.99686
```

Values from the calculation:
* energy above the lowest of the compared OMol25 structures with the same formula, charge and spin: 0.462 eV
* SMILES string: CCS.S

Atom charges from the Löwdin analysis, given in e for atoms 1 to 6:
1 S 0.461
2 H -0.235
3 H -0.226
4 C -0.190
5 C -0.620
6 S 0.675



Entry 6:
Density functional theory data (ωB97M-V/def2-TZVPD) for a molecular structure, C8H20CrO12 in a non-equilibrium geometry.

XYZ file:
```
41
Properties=species:S:1:pos:R:3
Cr 1.15251 -0.48710 3.90105
O 4.42911 -2.86225 2.93750
C 3.07312 -2.98833 2.90988
O 2.37875 -2.06739 3.46650
O 2.58109 -4.02899 2.47440
H 4.64317 -3.79293 2.74419
O 0.42099 0.35152 -0.26184
C 0.30471 -0.63398 0.67557
O 0.70399 -0.44839 1.87727
O -0.17148 -1.72359 0.34584
H 0.25558 -0.29951 -0.97926
C 3.50157 2.10354 0.32838
C 4.64326 2.54746 1.22546
O 4.97025 1.53004 2.16613
O 2.22233 2.35511 0.86855
H 3.54957 1.03513 0.07948
H 3.67578 2.54483 -0.66663
H 4.32491 3.48520 1.68108
H 5.51332 2.71248 0.57994
H 5.39113 0.83916 1.64724
H 1.74838 1.51706 0.78010
C -1.92936 0.46470 -3.29922
C -1.04550 -0.72487 -3.67215
O -1.88485 -1.77714 -4.13085
O -2.31711 1.24523 -4.41737
H -1.42485 1.13724 -2.60622
H -2.89652 0.13048 -2.91092
H -0.25127 -1.06854 -2.99607
H -0.30142 -0.32615 -4.38125
H -1.46250 -2.17500 -4.89843
H -2.59742 0.69430 -5.15385
C -4.57090 -0.68121 1.47567
C -4.75598 0.53432 0.63746
O -3.58979 1.34440 0.73942
O -3.45946 -1.47207 1.01786
H -5.42451 -1.35452 1.49096
H -4.29180 -0.38643 2.49274
H -5.63696 1.07944 1.00668
H -4.98060 0.34414 -0.41769
H -3.78382 2.17411 0.29543
H -2.70741 -0.87145 0.94696
```

Values from the calculation:
* DFT total energy: -61608.1556 eV
* spin multiplicity: 5

Atom charges from the Löwdin analysis, given in e for atoms 1 to 6:
1 Cr 1.301
2 O 0.089
3 C -0.750
4 O -0.151
5 O 0.057
6 H 0.120